{"formula": "C8H12NO3PS", "method": "ωB97M-V/def2-TZVPD", "symbols": ["C", "C", "C", "C", "C", "C", "C", "C", "N", "O", "O", "O", "P", "S", "H", "H", "H", "H", "H", "H", "H", "H", "H", "H", "H", "H"], "positions_angstrom": [[0.12267, 1.68422, 3.15835], [0.92212, 2.29098, 2.21756], [-0.92779, 0.88265, 2.80889], [0.67306, 1.99938, 0.92385], [-1.23792, 0.60220, 1.48740], [-0.31303, 1.09401, 0.52406], [-0.19666, 0.75195, -0.86580], [-1.21924, -0.06010, -1.53429], [-1.34457, -0.00828, -2.91349], [0.93467, -2.74113, -2.44857], [-1.11337, -1.42027, -0.95741], [0.76776, -2.96174, 0.20190], [1.06766, -2.08637, -1.13944], [3.21002, -1.49407, -0.86762], [0.38825, 1.83722, 4.18706], [1.78880, 2.85730, 2.27095], [-1.53687, 0.49404, 3.60124], [1.42501, 2.48754, 0.27754], [-1.94639, -0.07007, 1.14540], [0.28951, 1.28271, -1.60794], [-2.14936, 0.10878, -1.02491], [3.57994, -2.25836, -1.91117], [-2.02000, -0.60772, -3.38868], [-0.46429, -0.25319, -3.31039], [-1.09351, -1.99061, -1.71743], [0.39352, -2.42106, 0.88294]], "forces_ev_per_angstrom": [[1.064, 0.740, 1.249], [-1.146, -1.028, -0.573], [-1.173, -0.311, -0.203], [1.007, 0.527, -0.842], [2.905, 1.086, -0.459], [0.495, 0.451, -1.234], [-1.741, -1.276, 0.125], [-1.936, -1.205, 2.487], [0.442, 0.036, -1.075], [-0.486, -0.557, -0.043], [0.192, -0.751, 0.070], [0.551, -0.622, -1.543], [1.785, 1.432, 1.371], [-0.586, -0.363, -0.158], [-0.273, -0.066, 0.491], [1.277, 1.206, 1.533], [-0.266, -0.271, 0.209], [-0.921, -0.763, -0.510], [-1.574, -1.168, -0.120], [1.712, 1.639, -0.553], [-1.023, 1.135, -0.382], [-0.018, 0.094, 0.045], [-0.176, 0.310, 0.794], [0.895, 0.049, -0.677], [-0.515, -0.927, -0.726], [-0.492, 0.604, 0.724]], "lowdin_charge": [-0.087, -0.082, -0.080, -0.061, 0.002, -0.208, 0.013, -0.481, 0.108, -0.385, -0.142, -0.225, 0.435, 0.388, 0.103, 0.091, 0.104, 0.131, 0.083, 0.094, 0.135, -0.210, 0.110, 0.078, 0.043, 0.044], "homo_energy_ev": [-7.8, -7.7], "charge": 0, "orbital_gap_ev": [6.947, 6.739]}